# 1
This record from the OMol25 dataset describes C7H14 in the gas phase in a non-equilibrium geometry. The level of theory is wB97M-V/def2-TZVPD.

Last column: Mulliken charge in e.
Positions of all 21 atoms, in Å:
H  3.4687  -0.0467  0.9504  0.258
H  -2.2315  1.6645  -0.5804  0.447
H  -2.6121  -0.2871  -0.7899  0.336
H  -1.3728  0.1382  1.4746  0.306
C  0.1385  -0.8664  0.2890  -0.960
H  2.8253  -1.2308  -0.2875  0.247
H  -0.8408  1.1093  -1.4690  0.333
H  1.6539  0.6463  -1.4938  0.255
H  -3.2285  -1.1792  0.6227  0.295
H  0.2319  -1.2322  -0.7462  0.359
H  1.1367  0.5914  1.5620  0.406
H  -2.1324  -1.9809  -0.5625  0.330
C  1.2772  0.0599  0.6201  -0.021
H  2.2835  1.8444  -0.2700  0.259
C  -2.3747  -1.0320  -0.0561  -1.224
C  -1.2056  -0.1508  0.4280  0.560
H  0.1821  -1.7687  0.9216  0.267
H  -0.6253  1.9856  0.0412  0.358
C  2.6793  -0.2968  0.2498  -0.643
C  1.9755  0.8216  -0.4688  -0.663
C  -1.2289  1.2103  -0.4356  -1.504

- Lowest unoccupied orbital energy: 1.222 eV
- SMILES: CC(C)CC1CC1


# 2
This record from the OMol25 dataset describes 2 unconnected molecules or ions with the total composition C7H14. The level of theory is wB97M-V/def2-TZVPD.

Last column: Mulliken charge in e.
Positions of all 21 atoms, in Å:
H  0.2840  2.2252  0.5623  0.375
C  0.9313  0.0775  -2.0914  -1.311
H  -1.8590  -2.6466  1.5060  0.324
C  1.3740  0.4543  1.0692  0.090
C  0.9111  1.4785  0.0626  -0.856
C  -1.6493  -1.9318  0.7063  -0.769
H  -2.5867  -1.5726  0.2751  0.256
H  -1.7706  1.3455  -0.2918  0.287
H  2.1713  -0.2179  0.7503  0.272
H  1.7769  2.0055  -0.3627  0.308
H  1.7717  -0.4682  -1.6479  0.309
H  1.3586  0.7882  -2.8094  0.307
C  -1.2038  0.8212  -1.0575  -1.167
C  0.1271  0.8021  -1.0451  1.039
H  0.0066  0.9188  2.6095  0.283
C  0.8204  0.2828  2.2648  -0.935
H  -1.7758  0.2857  -1.8109  0.330
H  1.1340  -0.5145  2.9327  0.281
H  -1.0867  -1.0849  1.1006  -0.010
H  0.3193  -0.6393  -2.6460  0.365
H  -1.0543  -2.4096  -0.0767  0.222

- Lowest unoccupied orbital energy: 1.073 eV
- SMILES: C=CCC(=C)C.C


# 3
This record from the OMol25 dataset describes 2 unconnected molecules or ions with the total composition C7H14. The level of theory is wB97M-V/def2-TZVPD.

Last column: Mulliken charge in e.
Positions of all 21 atoms, in Å:
H  -0.0241  2.5802  1.2922  0.327
C  0.2623  1.1848  -0.3296  0.293
C  -1.4184  -0.7570  0.3770  -0.243
H  -0.4383  -0.2983  2.2341  0.293
C  -0.6789  0.0601  -0.3511  0.060
H  -1.3353  -1.8305  2.2507  0.353
H  2.5900  -1.0338  -0.8567  0.205
H  -2.1157  -1.4341  -0.1167  0.378
H  1.3156  0.9615  -0.1526  0.280
H  2.6265  -2.5861  0.0204  0.334
H  1.8855  -2.4950  -1.6056  0.254
C  -1.3445  -0.8000  1.8790  -1.193
C  -0.2240  2.5095  0.2170  -1.462
C  2.0447  -1.9630  -0.6634  -0.847
C  -0.3061  0.6415  -1.6444  -0.576
H  0.3765  0.0851  -2.2861  0.220
H  -2.2076  -0.2983  2.3340  0.330
H  -1.3073  2.5962  0.0776  0.308
H  -1.0325  1.2491  -2.1825  0.252
H  1.0747  -1.7316  -0.2148  0.062
H  0.2570  3.3597  -0.2784  0.373

- Lowest unoccupied orbital energy: 1.065 eV
- SMILES: C/C=C1/C[C@H]1C.C


# 4
This record from the OMol25 dataset describes a molecular structure, C7H14. The level of theory is wB97M-V/def2-TZVPD.

Last column: Mulliken charge in e.
Positions of all 21 atoms, in Å:
H  1.2745  1.7948  -1.6542  0.384
H  -2.6613  0.9520  -0.6504  0.359
C  -1.1457  -0.6493  0.0901  -1.506
C  -1.6635  1.3831  -0.7316  -1.264
H  1.3345  -0.2716  2.3749  0.317
C  1.4164  0.0939  -0.3765  -0.014
H  -0.3604  0.9550  -1.1679  -0.069
H  1.9602  0.6550  0.3799  0.313
H  -0.4023  0.0000  2.5943  0.386
C  0.3384  -0.6645  2.1365  -1.420
C  0.8902  0.7869  -1.4937  -0.695
H  -1.9866  -0.5367  0.7678  0.534
H  -1.6705  2.0237  -1.6269  0.391
H  0.7932  0.2092  -2.4189  0.309
C  1.2662  -1.3559  -0.1563  -0.753
C  0.1216  -0.8145  0.6457  1.205
H  -1.4482  2.0042  0.1433  0.260
H  0.9900  -1.9336  -1.0405  0.275
H  -1.3743  -1.1133  -0.8660  0.381
H  2.0432  -1.8446  0.4315  0.306
H  0.2584  -1.6461  2.6223  0.299

- Lowest unoccupied orbital energy: 0.964 eV


Listing HOMO energy for the structures above in their given order: -10.0, -9.2, -9.1, -8.0 eV.
Listing Kohn-Sham gap for the structures above in their given order: 11.250, 10.320, 10.214, 8.924 eV.
Listing relative energy (zero: lowest compared OMol25 entry of this formula, charge and spin) for the structures above in their given order: 37.0, 35.0, 46.3, 111.5 kcal per mole.